No. 1
The following is a DFT calculation (the ωB97M-V functional and the def2-TZVPD basis) of one molecule with the formula C16H13N3O3 at a distorted geometry.

The value obtained for the LUMO energy is -1.24 eV. The strongest force on any atom comes out at 19.82 eV/A.

The geometry in ORCA input format:
```
! wB97M-V def2-TZVPD RIJCOSX def2/J DEFGRID3
* xyz 0 1
C -2.9158 -2.2891 -1.1864
C -3.3666 -2.3856 -0.0810
C -3.5431 -1.1581 0.8697
N -2.9716 -0.0612 0.4612
C -1.6431 -0.1469 0.3822
O -1.1884 -1.0608 1.2413
C -1.0212 1.0372 0.1321
C 0.3778 1.1313 0.2714
C 1.4002 0.3318 -0.1850
C 1.2533 -1.1109 -0.3951
N 2.4562 -1.6675 -0.8014
C 3.4651 -0.6416 -0.2662
C 4.8349 -1.0916 -0.3908
C 5.4931 0.2635 0.0103
C 4.9704 1.5825 0.4826
C 3.6917 1.5220 0.4338
C 2.8077 0.5316 -0.0397
C -1.7156 2.4121 -0.3051
O -1.2934 3.4056 -0.5230
N -3.0931 2.2872 -0.6244
C -3.7213 1.0371 -0.0149
O -4.9963 0.7667 -0.0688
H -2.9027 -3.2754 -1.9351
H -2.6122 -1.4312 -1.6650
H -3.8747 -3.2789 0.3041
H -4.7551 -0.8930 0.9267
H -3.3613 -1.5732 1.7540
H -0.1096 -0.9579 1.2405
H 0.6768 2.3819 0.3656
H 0.4571 -1.7548 -0.7562
H 5.2115 -1.9104 -0.4721
H 6.7761 0.1649 0.0773
H 5.6393 2.2496 0.8753
H 3.1740 2.5154 0.6245
H -3.6005 3.0677 -0.7424
*
```

=====

No. 2
The following is a DFT calculation (the ωB97M-V functional and the def2-TZVPD basis) of C38H76AsF6N8O6 as an isolated structure at a distorted geometry.

The value obtained for the LUMO energy is 2.03 eV. The strongest force on any atom comes out at 6.76 eV/A.

The geometry in ORCA input format:
```
! wB97M-V def2-TZVPD RIJCOSX def2/J DEFGRID3
* xyz -1 1
As -1.8518 -0.9629 -1.0331
F -0.5377 -0.1829 -1.8982
F -0.8373 -2.4774 -0.9756
F -3.2113 -1.9579 -0.2297
F -2.7576 0.5792 -1.2011
F -2.4884 -1.5010 -2.6181
F -1.2315 -0.4220 0.5425
C -3.1448 -5.8417 -5.8755
C -3.2798 -7.2234 -5.1922
C -4.5554 -7.4808 -4.4211
C -5.7014 -6.7899 -5.1219
N -6.5374 -6.1747 -5.6685
H -2.1797 -5.6887 -6.3585
H -3.4983 -5.0064 -5.2711
H -3.6512 -5.7985 -6.8397
H -2.5592 -7.2608 -4.3752
H -2.9953 -8.0256 -5.8731
H -4.6749 -7.2821 -3.3560
H -4.8636 -8.5216 -4.5199
C -9.1307 -2.8032 -1.6012
C -9.0764 -1.4402 -2.1274
C -8.0730 -0.4292 -1.4791
C -8.5239 -0.1338 -0.1283
N -8.7601 0.1828 0.9819
H -9.8209 -3.4186 -2.1783
H -9.7008 -2.7017 -0.6777
H -8.1357 -3.2419 -1.5259
H -10.0683 -0.9906 -2.1720
H -8.8390 -1.3774 -3.1894
H -8.0682 0.5503 -1.9572
H -7.0259 -0.7292 -1.5200
C 3.3141 -4.1302 -4.7723
C 4.3847 -3.0158 -4.8470
C 5.5508 -3.4192 -5.7478
C 6.1776 -4.7515 -5.3698
N 6.5687 -5.7463 -5.0645
H 3.6610 -5.0078 -4.2267
H 3.1058 -4.4982 -5.7769
H 2.4241 -3.8138 -4.2283
H 4.7656 -2.7553 -3.8595
H 3.8953 -2.1508 -5.2945
H 6.3346 -2.6622 -5.7212
H 5.1721 -3.4275 -6.7699
C -5.1801 5.0448 2.7095
O -3.9544 4.6048 3.1554
C -3.8344 3.2714 3.6640
C -2.3744 3.0719 4.0841
N -2.1501 3.6825 5.3747
C -0.7962 3.5878 5.9497
C 0.2772 4.3514 5.1435
O -0.1433 5.6670 4.6907
C -0.1756 6.7111 5.5825
H -5.5578 4.5141 1.8356
H -5.1520 6.0953 2.4202
H -5.9113 4.8611 3.4967
H -4.0560 2.5795 2.8514
H -4.4874 3.1012 4.5200
H -1.6901 3.5241 3.3662
H -2.2068 1.9963 4.1399
H -2.2772 4.6788 5.2676
H -0.4954 2.5656 6.1793
H -0.8286 3.9413 6.9802
H 0.4352 3.7607 4.2412
H 1.2392 4.3275 5.6555
H -0.6568 7.6070 5.1902
H 0.8809 6.8929 5.7799
H -0.6946 6.3462 6.4688
C 2.8478 -3.9916 5.3944
O 3.1956 -3.7965 4.0686
C 2.5515 -2.5944 3.4072
C 3.5155 -1.9223 2.3663
N 4.7029 -1.2774 2.9988
C 4.2036 -0.2755 3.9888
C 5.1795 0.9028 4.3694
O 5.3019 1.7046 3.1372
C 5.6419 3.0672 3.4881
H 1.7661 -3.9570 5.5245
H 3.2429 -3.1798 6.0051
H 3.1553 -5.0045 5.6543
H 2.1539 -1.8778 4.1259
H 1.6697 -2.8809 2.8342
H 2.8466 -1.3023 1.7693
H 3.9156 -2.7006 1.7166
H 5.0592 -2.0299 3.5706
H 3.7382 -0.7687 4.8422
H 3.3211 0.2128 3.5755
H 6.1761 0.6230 4.7106
H 4.7225 1.4161 5.2155
H 4.6961 3.5655 3.7007
H 5.9483 3.5822 2.5776
H 6.3374 3.2142 4.3144
C 0.8321 5.2934 -2.6885
O 2.1030 4.7500 -2.2878
C 1.9665 4.0626 -1.0901
C 3.1858 3.3473 -0.6066
N 3.7846 2.2426 -1.3555
C 4.3215 2.7533 -2.6029
C 5.5233 3.7658 -2.4833
O 6.5900 2.9572 -1.9028
C 7.8170 3.7232 -1.8687
H 0.1278 4.4618 -2.7119
H 0.8462 5.7957 -3.6557
H 0.5141 6.0796 -2.0037
H 1.1695 3.3193 -1.0673
H 1.6514 4.7234 -0.2826
H 2.8922 2.8681 0.3274
H 3.9945 4.0492 -0.4032
H 3.0585 1.6424 -1.7199
H 3.5137 3.0995 -3.2477
H 4.7882 1.9674 -3.1967
H 5.3705 4.6293 -1.8359
H 5.8396 4.1275 -3.4617
H 7.5278 4.4053 -1.0691
H 8.0776 4.2501 -2.7866
H 8.6621 3.1545 -1.4810
N -0.2846 1.0407 -6.4874
C 0.0979 1.9892 -7.3189
C 0.4863 1.4198 -8.5225
C 0.2260 0.0308 -8.4416
C -0.3216 -0.1904 -7.1995
H -0.6805 0.9863 -5.5598
H 0.3067 2.9421 -6.8555
H 0.9756 1.9978 -9.2925
H 0.3432 -0.7444 -9.1844
H -0.7331 -1.0325 -6.6630
N -3.3428 -4.6285 6.2314
C -3.4567 -4.5384 7.5896
C -2.8930 -3.3378 7.9131
C -2.5108 -2.6337 6.7757
C -2.8754 -3.4893 5.7683
H -3.6144 -5.4514 5.7126
H -3.9974 -5.2992 8.1332
H -2.8321 -2.9389 8.9149
H -1.9347 -1.7224 6.7122
H -2.7898 -3.4511 4.6923
*
```

=====

No. 3
The following is a DFT calculation (the ωB97M-V functional and the def2-TZVPD basis) of one molecule with the formula C5H8O.

The value obtained for the LUMO energy is 1.08 eV. The strongest force on any atom comes out at 0.91 eV/A.

The geometry in ORCA input format:
```
! wB97M-V def2-TZVPD RIJCOSX def2/J DEFGRID3
* xyz 0 1
C -1.8011 0.5398 0.3288
C -0.4949 -0.0662 -0.0950
C 0.6135 -0.7786 0.7285
C 1.6531 -0.1129 -0.1806
C 0.4987 0.3245 -1.1104
O -0.4207 -0.7339 -1.3565
H -1.6484 1.2536 1.1457
H -2.4991 -0.2300 0.6775
H -2.2798 1.0655 -0.5048
H 0.8263 -0.6134 1.7833
H 0.5394 -1.8500 0.5262
H 2.0402 0.8113 0.2629
H 2.5082 -0.7613 -0.3884
H 0.4646 1.1515 -1.8173
*
```

=====

No. 4
The following is a DFT calculation (the ωB97M-V functional and the def2-TZVPD basis) of an isolated ion of composition C7H12N and charge +1 at a distorted geometry.

The value obtained for the LUMO energy is -3.52 eV. The strongest force on any atom comes out at 5.68 eV/A.

The geometry in ORCA input format:
```
! wB97M-V def2-TZVPD RIJCOSX def2/J DEFGRID3
* xyz 1 1
C -2.5178 1.3493 0.7389
C -1.7256 0.5209 0.3701
C -0.6575 -0.5612 -0.0417
C -0.9560 -0.8038 -1.4662
N -0.9242 -1.6076 0.9631
C 0.7443 -0.1291 0.2911
C 1.3550 0.9584 -0.1643
C 2.7954 1.2525 -0.0273
H -3.3678 1.9675 0.7197
H -0.6379 -1.8109 -1.7876
H -2.1302 -0.8226 -1.4715
H -0.5274 0.0349 -2.0645
H -0.1477 -2.2333 0.8620
H -1.8632 -2.0660 0.8715
H -1.0417 -1.3132 1.9411
H 1.2874 -0.6496 1.0219
H 0.7930 1.7184 -0.8148
H 3.4384 0.6585 -0.5480
H 3.2113 1.2433 1.0436
H 2.8721 2.2934 -0.4372
*
```

=====

No. 5
The following is a DFT calculation (the ωB97M-V functional and the def2-TZVPD basis) of C5H6O as an isolated structure.

The value obtained for the LUMO energy is 1.01 eV. The strongest force on any atom comes out at 0.56 eV/A.

The geometry in ORCA input format:
```
! wB97M-V def2-TZVPD RIJCOSX def2/J DEFGRID3
* xyz 0 1
C 2.9191 0.0067 -0.1832
C 1.7301 -0.0020 0.0117
C 0.3005 0.1492 -0.2666
C -0.8605 -0.8048 0.0858
C -1.5848 0.5018 0.4318
O -0.3529 1.2433 0.3914
H 3.9485 0.0418 -0.4731
H 0.3022 0.2960 -1.3600
H -1.2518 -1.3515 -0.7735
H -0.7481 -1.4809 0.9361
H -2.0767 0.5711 1.4065
H -2.2983 0.8301 -0.3380
*
```

=====

No. 6
The following is a DFT calculation (the ωB97M-V functional and the def2-TZVPD basis) of a 9-piece molecular cluster, C42H98BBrFO14Si overall at a distorted geometry.

The value obtained for the LUMO energy is 1.98 eV. The strongest force on any atom comes out at 1.59 eV/A.

The geometry in ORCA input format:
```
! wB97M-V def2-TZVPD RIJCOSX def2/J DEFGRID3
* xyz -1 1
C 1.8353 -0.8633 1.4988
C 1.2376 0.3054 1.1735
C 1.9524 1.6127 1.2024
C 1.6396 2.5584 0.0014
C 2.6408 2.1501 -1.0894
C 2.3810 2.6635 -2.4646
O 1.3978 2.5936 -3.1107
Br 3.9913 3.5182 -3.3224
O 0.3298 2.3286 -0.4087
B -0.5569 3.0942 0.4769
C -1.8601 3.6264 -0.3358
C -2.8679 2.5797 -0.8187
O -2.3664 1.2266 -0.8126
Si -2.5722 0.3461 -2.1939
C -1.6696 1.0232 -3.6752
C -4.4109 0.3237 -2.6317
C -2.0302 -1.4394 -1.9507
O -0.8942 2.3288 1.7079
C -1.4285 3.0361 2.7790
C -0.4554 3.2002 3.9656
C -1.0929 2.7883 5.3001
O 0.0727 4.5214 4.0819
O 0.3078 4.2951 0.8250
C 1.6322 4.0582 0.4458
C 1.9401 5.0123 -0.7145
C 2.6123 4.3038 1.6189
C 3.0906 5.7232 1.7680
F 3.6620 5.8948 3.0444
H 2.7814 -1.2040 1.0882
H 1.3118 -1.5693 2.1432
H 0.1798 0.3083 0.9299
H 3.0282 1.4046 1.2482
H 1.6544 2.0684 2.1415
H 2.5594 1.0618 -1.1937
H 3.6624 2.3583 -0.7853
H -2.4207 4.3570 0.2566
H -1.4895 4.1727 -1.2059
H -3.7747 2.5819 -0.2052
H -3.1761 2.8396 -1.8368
H -1.9934 2.0281 -3.9500
H -1.8724 0.3662 -4.5234
H -0.5914 1.0454 -3.5410
H -4.9830 -0.1713 -1.8486
H -4.7746 1.3467 -2.7259
H -4.5303 -0.1828 -3.5892
H -1.0585 -1.5694 -2.4317
H -2.7218 -2.1159 -2.4529
H -1.9419 -1.7062 -0.8984
H -2.2935 2.4687 3.1495
H -1.7946 4.0319 2.5022
H 0.4012 2.5504 3.7920
H -0.3367 2.4577 6.0110
H -1.6029 3.6401 5.7561
H -1.8229 1.9929 5.1654
H -0.6345 5.0863 4.4035
H 2.9949 4.9995 -0.9993
H 1.3708 4.7048 -1.5908
H 1.6163 6.0149 -0.4540
H 2.0872 4.0574 2.5403
H 3.4702 3.6336 1.5326
H 2.2730 6.4371 1.6844
H 3.8758 5.9742 1.0544
C 0.6659 4.2423 -6.3446
C 1.4907 3.4507 -7.3489
C 1.0499 1.9962 -7.3944
O 2.8799 3.5423 -7.0362
H 0.7950 3.8318 -5.3401
H 0.9899 5.2837 -6.3227
H -0.3966 4.2108 -6.5927
H 1.3884 3.8964 -8.3409
H 1.1866 1.5355 -6.4130
H 1.6480 1.4379 -8.1177
H -0.0027 1.9029 -7.6632
H 2.9974 3.1569 -6.1597
C -2.5539 -0.8377 3.4003
C -2.3163 -2.3224 3.1603
C -1.4561 -2.9284 4.2599
O -1.7013 -2.5103 1.8902
H -1.6050 -0.2933 3.3937
H -3.1692 -0.4174 2.6041
H -3.0485 -0.6621 4.3588
H -3.2735 -2.8459 3.1105
H -0.4777 -2.4407 4.2917
H -1.2875 -3.9906 4.0724
H -1.9200 -2.8156 5.2410
H -0.8525 -2.0546 1.9189
C -0.4832 -3.3444 -5.4660
C -1.0919 -2.1896 -6.2486
C -1.1881 -2.5156 -7.7310
O -0.3346 -1.0018 -6.0496
H 0.5325 -3.5441 -5.8222
H -0.4234 -3.0965 -4.4064
H -1.0741 -4.2559 -5.5773
H -2.0861 -1.9689 -5.8552
H -0.1869 -2.6915 -8.1359
H -1.6264 -1.6845 -8.2843
H -1.7952 -3.4072 -7.9029
H 0.5560 -1.1562 -6.3835
C -7.4266 2.9958 1.8014
C -7.1851 1.5105 1.5713
C -6.3151 0.9102 2.6647
O -6.6010 1.2916 0.2927
H -6.4773 3.5379 1.7884
H -8.0545 3.4074 1.0107
H -7.9115 3.1757 2.7627
H -8.1437 0.9886 1.5407
H -5.3341 1.3930 2.6804
H -6.1533 -0.1518 2.4786
H -6.7725 1.0274 3.6490
H -5.7436 1.7339 0.2790
C -1.7876 -3.0308 10.0631
C -1.9081 -3.3330 8.5765
C -1.8996 -4.8302 8.3057
O -0.8676 -2.6902 7.8483
H -0.8419 -3.4190 10.4518
H -1.8003 -1.9547 10.2354
H -2.6028 -3.4848 10.6289
H -2.8341 -2.9013 8.1934
H -0.9568 -5.2698 8.6434
H -1.9913 -5.0237 7.2370
H -2.7176 -5.3332 8.8239
H -0.0252 -3.0441 8.1509
C 2.2656 -6.2306 -7.8264
C 1.6615 -5.0988 -8.6432
C 1.5916 -5.4455 -10.1225
O 2.3978 -3.8924 -8.4481
H 3.2901 -6.4293 -8.1539
H 2.3015 -5.9612 -6.7709
H 1.6868 -7.1492 -7.9320
H 0.6578 -4.8836 -8.2745
H 2.5960 -5.6206 -10.5185
H 1.1524 -4.6223 -10.6860
H 0.9943 -6.3425 -10.2923
H 3.2961 -4.0380 -8.7612
C 6.6361 -3.7266 1.5176
C 5.2274 -3.1762 1.3500
C 4.2522 -4.2502 0.8922
O 5.2260 -2.0939 0.4210
H 7.0082 -4.1125 0.5640
H 7.3165 -2.9404 1.8455
H 6.6608 -4.5369 2.2481
H 4.8835 -2.7599 2.2980
H 4.5555 -4.6461 -0.0817
H 3.2510 -3.8334 0.7840
H 4.2093 -5.0777 1.6021
H 5.5166 -2.4385 -0.4294
C 3.7978 0.3752 4.6811
C 2.4687 -0.2321 5.0971
C 1.9855 0.3078 6.4339
O 2.5737 -1.6596 5.1473
H 4.5728 0.1323 5.4160
H 4.1101 -0.0272 3.7167
H 3.7296 1.4610 4.5980
H 1.7260 -0.0165 4.3272
H 2.7030 0.0631 7.2240
H 1.0281 -0.1407 6.7025
H 1.8663 1.3918 6.4016
H 3.2309 -1.8731 5.8170
*
```

=====

No. 7
The following is a DFT calculation (the ωB97M-V functional and the def2-TZVPD basis) of C40H57BBeBr2Cl3CsFIN8O5 as an isolated structure at a distorted geometry.

The value obtained for the LUMO energy is -5.64 eV. The strongest force on any atom comes out at 7.06 eV/A.

The geometry in ORCA input format:
```
! wB97M-V def2-TZVPD RIJCOSX def2/J DEFGRID3
* xyz 0 1
C 0.3802 4.0830 2.1488
C 1.1949 2.8718 1.4006
C 1.5406 1.5790 2.3474
I 0.3444 1.4644 4.1970
C 1.3749 0.2216 1.3876
C 2.6643 -0.7620 0.9943
C 4.1489 -0.3687 1.5825
C 4.3383 -0.8397 3.1742
C 4.2478 -2.4635 3.3857
O 2.8338 -2.9630 3.3705
C 2.3859 -2.0797 0.0032
B 3.6543 -3.0942 -0.4093
N 4.3197 -2.8035 -1.7691
O 4.1190 -4.2285 0.4135
C 0.8220 -2.3340 -0.5287
C 0.6003 -3.6502 -1.5348
C 0.3683 -5.0252 -0.6732
C 1.2961 -6.2980 -1.1255
C 1.4113 -6.5138 -2.7612
N 0.1015 -6.8497 -3.4393
C -0.5853 -5.6327 -4.0278
N -1.9150 -5.4388 -3.6320
N 0.0385 -4.6128 -4.9584
N -0.3498 -1.4162 -0.1253
C -1.7782 -1.6322 -0.5567
C -2.2419 -0.8844 -1.9283
C -3.7211 -1.3467 -2.5576
N -1.5914 0.1085 -2.6117
C -0.0937 -0.1843 0.7687
N -1.2588 0.7596 1.1338
H -0.7700 3.8891 2.2954
H 0.9438 4.3517 3.1615
H 0.4536 5.0753 1.4918
H 0.6428 2.5677 0.3918
H 2.2367 3.3313 1.0517
H 2.6684 1.7165 2.7119
H 5.0496 -0.7814 0.9178
H 4.2920 0.8163 1.5699
H 5.3982 -0.5030 3.6035
H 3.5072 -0.3439 3.8547
H 4.9138 -3.0127 2.5816
H 4.6747 -2.8163 4.4409
H 2.3625 -2.3301 4.0087
H 5.2240 -3.3156 -1.8632
H 4.4211 -1.7725 -1.9001
H 3.5617 -4.3513 1.2396
H 1.4476 -3.7265 -2.3599
H -0.4074 -3.4709 -2.1489
H -0.7985 -5.2539 -0.6726
H 0.6255 -4.7590 0.4611
H 2.3601 -6.3168 -0.5844
H 0.7397 -7.2734 -0.7202
H 2.0099 -5.6267 -3.2677
H 2.1090 -7.4722 -2.9017
H -0.5346 -7.3147 -2.7404
H -2.3093 -4.5846 -4.0832
H 0.9718 -4.2794 -4.6310
H -0.5424 -3.7343 -5.0348
H -2.5864 -1.3539 0.2766
H -1.9328 -2.8025 -0.7353
H -4.6036 -0.8227 -1.9479
H -3.8021 -0.9442 -3.6538
H -3.8137 -2.5188 -2.4890
H -0.7170 0.3025 -2.0784
H -1.7465 1.0770 0.2434
H -1.9650 0.1904 1.6910
Cl -4.9793 0.2655 -0.9331
N 3.2412 -4.6646 7.4974
C 2.5755 -4.3307 6.3468
C 1.3380 -3.8395 6.6982
C 1.2568 -3.8728 8.1109
C 2.4467 -4.3840 8.5785
H 4.1731 -5.0560 7.5419
H 3.0375 -4.4723 5.3790
H 0.5766 -3.4933 6.0115
H 0.4206 -3.5573 8.7213
H 2.7947 -4.5727 9.5853
C 6.9667 0.4049 -2.9384
O 5.6376 -0.0526 -2.7699
H 7.3770 -0.0252 -3.8551
H 6.9707 1.4949 -3.0165
H 7.5730 0.0876 -2.0865
H 5.3001 0.3452 -1.9494
Be 3.9689 -2.2645 -4.2770
Br 6.6398 4.6026 -1.8660
C 6.2014 3.9509 -0.0802
C 5.8643 2.4786 -0.1027
Br 4.0675 2.1757 -0.8000
H 5.3879 4.5769 0.2972
H 7.0997 4.1321 0.5166
H 5.8472 2.0710 0.9120
H 6.5485 1.8860 -0.7163
C -9.5218 8.7166 -1.0212
C -10.0773 7.8124 -0.1163
C -9.4521 6.5869 0.1191
C -8.2734 6.2590 -0.5618
C -7.7315 7.1528 -1.4846
C -8.3508 8.3896 -1.7065
C -6.5161 6.7968 -2.2450
O -6.0374 7.5828 -3.0533
C -5.8915 5.4773 -2.0238
C -4.7726 5.1036 -2.7797
C -4.1677 3.8629 -2.5675
C -4.6711 2.9981 -1.5961
C -5.7889 3.3654 -0.8456
C -6.4061 4.6037 -1.0670
C -7.6092 4.9680 -0.2931
O -8.0551 4.2066 0.5576
H -10.0040 9.6756 -1.1979
H -10.9969 8.0620 0.4083
H -9.8887 5.8881 0.8308
H -7.9260 9.0981 -2.4154
H -4.3714 5.7743 -3.5379
H -3.3022 3.5726 -3.1591
H -4.1957 2.0346 -1.4255
H -6.1793 2.6830 -0.0924
Cl -0.2384 -6.9106 0.8935
Cl -4.3337 7.2364 -0.7095
F 2.2311 1.1176 -2.1491
Cs 1.4617 2.4971 -3.4158
*
```